This record from OMol25 describes a structure of composition C71H130AsF6N9O6 in a non-equilibrium geometry. The level of theory is ωB97M-V/def2-TZVPD.

Geometry as XYZ:
```
223
Properties=species:S:1:pos:R:3:forces:R:3
C 23.289010 11.056930 1.144610 0.731 0.136 0.939
N 22.732320 10.217050 2.179700 -2.052 -0.028 2.541
C 23.092670 8.939080 2.360710 -0.948 -0.232 0.376
C 22.458050 8.127410 3.315030 0.082 1.343 -0.424
C 21.510320 8.710540 4.199440 0.852 -0.613 -1.023
C 21.202350 10.062710 4.060030 0.902 -0.063 -1.557
C 21.808750 10.800090 3.012140 -0.583 -1.758 1.533
C 20.867520 7.911970 5.258620 -0.140 -1.133 0.292
C 20.330200 6.624160 5.048000 0.028 1.338 -0.534
C 19.774050 5.938740 6.108480 0.223 0.937 -1.599
N 19.730300 6.568740 7.276830 -1.085 -2.992 0.756
C 20.226300 7.744540 7.543590 -0.766 0.159 0.807
C 20.808310 8.411630 6.549290 2.112 1.718 -0.622
C 18.976150 5.907070 8.328510 -1.431 -0.488 0.805
H 23.647300 11.880720 1.761940 0.063 0.663 -0.966
H 22.443140 11.281610 0.494890 0.769 0.253 -0.558
H 24.168020 10.511240 0.801570 -0.330 0.412 -0.910
H 23.856380 8.604700 1.674160 -0.016 -0.312 0.067
H 22.751200 7.088360 3.286050 -0.131 -0.055 0.492
H 20.426530 10.484610 4.681720 0.151 0.389 -0.045
H 21.488470 11.830060 2.957560 0.520 0.199 -0.818
H 20.186390 6.318310 4.022240 0.202 -0.580 0.056
H 19.240900 5.012900 5.950470 -0.071 -0.360 0.404
H 19.998480 8.147880 8.519200 0.446 -0.040 0.183
H 21.387580 9.262180 6.877030 -0.276 0.612 -0.498
H 19.563970 5.613770 9.198310 0.161 0.520 0.017
H 18.475980 4.998380 7.993520 0.224 -0.050 -0.488
H 18.169830 6.613930 8.524220 0.058 -0.137 0.728
C 22.120420 1.860640 -0.817050 0.600 0.804 0.987
N 22.290710 1.761590 0.721760 0.138 -1.975 -0.110
C 23.048670 0.713600 1.260080 -1.068 1.337 0.099
C 23.236580 0.598230 2.631830 0.609 -0.545 -1.528
C 22.784350 1.571260 3.488290 -0.615 0.372 1.310
C 21.913510 2.497140 2.965790 -0.739 1.450 -1.909
C 21.646340 2.592850 1.565810 1.624 -0.759 1.124
C 23.170980 1.551560 4.958610 0.239 0.075 -0.980
C 24.499400 1.293550 5.281480 -0.622 -0.575 2.228
C 24.808920 1.087060 6.671920 -0.046 0.925 -1.842
N 23.860210 1.086680 7.627000 -0.778 0.126 -1.115
C 22.549600 1.342820 7.266430 0.810 -0.646 -0.596
C 22.221570 1.699190 5.964950 -0.024 -0.967 0.544
C 24.182420 1.017870 9.082320 0.095 0.877 -0.409
H 21.080880 1.961080 -1.129100 -0.022 -0.349 0.477
H 22.625560 1.035820 -1.319660 -0.176 -0.026 0.356
H 22.625460 2.791880 -1.073610 0.060 -0.102 -0.157
H 23.506150 -0.009580 0.601190 -0.229 0.153 -0.341
H 23.780780 -0.273580 2.963770 0.169 0.044 0.124
H 21.469810 3.303150 3.531370 -0.091 -0.262 0.414
H 21.083010 3.406820 1.133950 -0.251 -0.185 -0.006
H 25.220670 1.195060 4.483690 0.398 0.009 0.362
H 25.849160 1.049140 6.959750 -0.030 -0.384 0.307
H 21.784630 1.028810 7.961140 -0.102 0.709 0.372
H 21.177010 1.835520 5.726820 -0.432 0.056 0.049
H 24.445240 2.050980 9.309710 -0.101 0.028 0.406
H 25.060810 0.418030 9.320500 -0.368 -0.374 -0.374
H 23.274600 0.758300 9.626910 0.223 -0.210 -0.048
C 20.419470 -2.582760 13.318330 -1.193 0.287 0.382
C 19.772130 -2.347030 14.751860 0.783 1.520 0.005
C 18.737040 -1.148540 14.883760 -1.224 -2.199 -1.173
C 19.213600 0.212900 14.621220 1.115 1.742 1.065
N 18.273880 1.295050 15.274100 0.410 1.092 -0.247
C 18.263680 1.204220 16.833740 -0.914 -0.444 -0.798
C 17.853430 2.599870 17.277560 -0.851 -1.623 1.647
C 18.391760 3.498500 16.271510 -0.290 3.073 -0.297
C 18.905220 2.707280 15.158520 0.848 -1.146 -2.015
C 16.852240 1.279210 14.645120 0.916 -0.239 0.517
H 19.952690 -3.423530 12.805180 0.269 -0.383 0.359
H 21.505420 -2.675130 13.301990 -0.123 -0.306 0.378
H 20.196480 -1.795830 12.597840 -0.096 0.610 0.280
H 20.553730 -2.068870 15.458840 0.486 0.111 -0.096
H 19.416270 -3.253890 15.240800 -0.539 -0.003 -0.593
H 18.199980 -1.150020 15.832260 0.364 -0.440 0.202
H 17.959340 -1.295950 14.134390 -0.335 -0.482 -0.024
H 19.473770 0.454520 13.590660 -0.809 0.212 -0.158
H 20.170340 0.353850 15.124100 0.068 0.289 0.422
H 17.495440 0.474900 17.090620 0.445 -0.187 0.238
H 19.263530 0.917310 17.159480 -0.105 -0.159 -0.168
H 16.764730 2.608150 17.330090 0.024 0.251 0.116
H 18.241850 2.871920 18.259000 -0.221 -0.475 0.129
H 17.636460 4.198540 15.914340 -0.026 0.064 -0.049
H 19.142200 4.154880 16.712070 0.223 -0.062 -0.261
H 18.717310 3.191340 14.200150 -0.236 -0.457 -0.208
H 19.982980 2.548440 15.194440 0.060 -0.195 0.149
H 16.355110 0.385420 15.022080 0.135 -0.153 -0.493
H 16.986560 1.344180 13.565380 0.067 -0.493 0.042
H 16.190760 2.109010 14.894060 0.679 0.335 0.574
C 23.036480 0.751890 13.910440 2.151 -0.845 1.219
C 24.322650 1.089420 13.108060 -2.053 -0.860 -2.301
C 25.407910 1.877470 13.761430 -0.909 1.265 1.128
C 26.718720 1.701130 13.052540 1.240 0.267 0.823
N 27.977500 2.387970 13.756650 -0.796 -1.856 -1.081
C 29.197260 2.375370 12.852640 -0.716 1.967 -0.062
C 30.460180 2.395960 13.765950 -1.454 -0.548 -0.506
C 29.945290 1.738400 15.080230 0.809 0.732 0.755
C 28.473080 1.461460 14.827190 -0.245 -0.389 1.477
C 27.526960 3.806860 14.168020 0.613 -3.063 0.676
H 23.406280 0.117160 14.715710 -0.036 0.179 0.678
H 22.314490 0.050040 13.493010 -0.151 0.833 -0.821
H 22.663700 1.671450 14.361610 -0.557 -0.179 -0.214
H 23.931960 1.649820 12.258700 0.113 0.777 -0.176
H 24.690230 0.258270 12.506240 0.252 -0.807 0.766
H 25.446970 1.719630 14.839230 0.389 -0.753 0.107
H 24.990620 2.884350 13.748890 0.532 0.569 -0.266
H 26.668630 2.068000 12.027360 0.183 0.075 0.016
H 26.910680 0.628460 13.077450 0.393 0.127 -0.349
H 29.009870 3.312710 12.328830 0.780 -0.120 -0.684
H 29.136250 1.542480 12.152160 -0.006 -0.097 0.307
H 30.808790 3.419510 13.903560 0.252 -0.277 -0.075
H 31.133000 1.769890 13.179920 0.653 0.298 0.641
H 30.101050 2.269630 16.019180 -0.363 1.448 -0.436
H 30.573710 0.939670 15.474210 -0.458 -1.106 -1.101
H 27.825060 1.603070 15.692120 0.163 -0.228 0.157
H 28.399910 0.426060 14.494490 -0.456 0.174 -0.333
H 28.415040 4.329570 14.523250 -0.296 0.524 -0.597
H 26.925590 3.522990 15.031660 -0.303 0.841 0.034
H 26.904760 4.085340 13.317480 0.486 0.983 0.312
C 10.906660 0.411510 5.156540 -0.714 -1.421 -0.558
C 11.551130 1.288710 6.220720 -0.503 0.033 -0.819
C 12.783920 0.755730 6.875590 0.205 -1.056 0.754
C 13.550450 1.878540 7.546930 -0.659 -1.017 0.855
N 14.414000 1.343190 8.743060 1.596 2.529 -0.460
C 15.533770 0.334830 8.317490 -0.819 1.595 -1.498
C 15.079870 -0.922140 8.804570 -2.106 -2.462 2.109
C 14.394870 -0.566180 10.165370 1.133 -1.635 -0.112
C 13.681230 0.752700 9.993690 0.733 -1.154 -1.562
C 15.097760 2.620840 9.253540 0.153 -0.755 -0.314
H 11.542820 -0.094310 4.430220 0.847 0.730 -0.073
H 10.124980 0.874810 4.554520 0.179 0.562 0.226
H 10.402400 -0.494610 5.492330 -0.169 0.127 0.973
H 10.881860 1.425990 7.070040 -0.513 0.668 -0.449
H 11.822050 2.221340 5.725830 -0.318 0.379 0.202
H 13.299250 0.053320 6.220490 0.706 0.517 -0.154
H 12.437870 0.114560 7.686290 -0.034 -0.279 0.105
H 12.850510 2.556680 8.035100 -0.421 -0.305 0.258
H 14.033040 2.575380 6.861640 1.142 -0.594 0.126
H 16.490360 0.564810 8.786700 -0.106 0.689 -0.347
H 15.510520 0.270560 7.229630 0.696 0.877 -0.021
H 15.867460 -1.670680 8.891140 -0.011 0.114 0.204
H 14.263340 -1.401340 8.264430 0.292 0.224 -0.775
H 15.193480 -0.580270 10.907070 -0.377 0.155 0.443
H 13.668940 -1.366790 10.307330 0.194 0.096 0.796
H 13.817220 1.411180 10.851600 -0.462 0.113 -0.405
H 12.668260 0.428570 9.755100 -0.183 1.128 -0.043
H 15.839740 3.018670 8.561230 -0.236 -0.281 -0.561
H 15.676830 2.333980 10.131310 -0.387 0.310 0.338
H 14.283150 3.332970 9.385370 0.332 0.067 0.544
C 15.102280 4.149190 13.205840 -0.255 -1.231 -0.351
C 14.120180 5.030090 12.490160 0.083 1.553 0.492
C 14.759890 6.407310 12.168130 -1.692 0.022 -1.663
C 13.749270 7.068650 11.156450 -0.498 1.678 0.544
N 13.574420 8.658930 11.182310 -1.327 0.197 -0.918
C 12.610310 9.237470 12.212840 0.562 1.272 1.874
C 11.917980 10.550720 11.676270 -0.158 -1.306 -0.942
C 12.241990 10.519370 10.157470 1.470 1.245 1.526
C 12.801030 9.192380 9.855260 0.731 -2.637 0.161
C 14.969520 9.261090 11.247730 -1.681 -0.232 0.038
H 14.569260 3.208770 13.345840 0.135 -0.257 0.556
H 15.549050 4.492680 14.138850 -0.258 0.302 -0.103
H 15.901790 3.897370 12.509090 0.336 0.161 0.045
H 13.230820 5.315070 13.052220 -0.034 -0.495 0.533
H 13.701490 4.487890 11.642330 0.341 0.188 -0.463
H 15.744850 6.250110 11.728540 0.119 0.467 0.280
H 14.748540 7.003920 13.080290 0.541 -0.119 0.000
H 12.751640 6.718670 11.421660 -0.039 -0.028 -0.280
H 13.927460 6.926860 10.090500 0.238 -0.526 0.162
H 13.208240 9.487650 13.089190 0.260 0.163 -0.046
H 11.906990 8.546380 12.677410 -0.081 -0.552 -1.003
H 12.222880 11.476820 12.163590 0.273 -0.276 -0.033
H 10.829900 10.519260 11.732690 0.080 -0.365 0.559
H 13.174080 11.072360 10.041220 -0.611 1.301 -0.317
H 11.414380 10.916690 9.569860 0.402 -0.336 -0.312
H 13.571390 9.242410 9.085760 -0.192 -0.320 -0.151
H 12.068670 8.413780 9.641890 0.064 -0.092 -0.037
H 15.548910 8.637260 10.567110 0.332 0.404 0.189
H 15.282220 9.199040 12.290060 0.347 0.028 -0.283
H 14.858860 10.293690 10.916660 0.479 -0.066 0.114
C 24.431100 5.082540 10.716270 0.249 1.001 1.246
C 23.318860 4.867250 11.808660 -0.108 -0.233 -1.117
C 23.544870 5.537020 13.162330 0.296 0.919 0.509
C 22.624390 5.093780 14.309260 -0.555 -0.457 2.406
N 23.012040 5.604250 15.781780 3.590 -0.195 0.482
C 22.011410 5.519660 16.940220 -0.806 0.431 -1.720
C 22.806360 5.439170 18.226680 -0.467 0.549 0.018
C 24.224920 4.984820 17.841190 -0.222 0.041 -0.504
C 24.217990 4.731110 16.325230 -1.839 0.444 -1.186
C 23.542870 7.073390 15.713160 -2.059 -1.427 -0.692
H 25.304660 4.432310 10.669470 -0.340 -0.788 0.194
H 24.937320 6.011200 10.979750 -0.134 0.468 -0.209
H 24.042320 5.227950 9.708400 -0.181 -0.240 0.127
H 23.092510 3.805520 11.906600 -0.062 -0.109 0.165
H 22.427790 5.316920 11.370600 -0.218 -0.168 0.245
H 23.547060 6.620440 13.042700 -0.628 0.079 -0.228
H 24.573620 5.408340 13.498810 0.305 -0.628 0.124
H 22.714630 4.014630 14.433250 0.120 -0.196 -0.126
H 21.548380 5.247510 14.390940 0.025 0.764 -1.419
H 21.403140 6.413860 16.804180 -0.114 0.036 0.352
H 21.324050 4.694030 16.755930 0.322 -0.324 -0.041
H 22.742150 6.393870 18.748710 0.462 0.111 -0.158
H 22.377410 4.750100 18.954210 -0.184 -0.160 -0.357
H 24.959260 5.778330 17.979730 0.077 -0.380 0.706
H 24.321150 4.106070 18.478880 1.209 0.015 -0.464
H 25.062850 5.052230 15.715970 0.311 0.140 0.586
H 23.937560 3.768770 15.897040 0.203 -0.535 0.940
H 22.578280 7.473430 15.400700 0.437 1.323 -0.174
H 24.287540 7.119030 14.918500 -0.059 0.171 0.416
H 23.874180 7.462600 16.675890 -0.055 -0.330 -0.115
As 19.567780 2.337580 10.682410 -0.575 1.163 0.950
F 18.509310 2.753140 9.270560 0.599 0.164 1.995
F 18.527030 3.370090 11.720940 1.100 -0.925 -0.884
F 20.682380 1.959670 12.036700 -1.280 0.301 -0.778
F 20.601830 1.383420 9.688550 -0.233 -0.406 -0.227
F 20.611350 3.735180 10.262700 -0.995 -0.852 0.324
F 18.461660 0.983030 11.035130 1.220 0.993 -0.200
O 19.936610 5.987860 12.505330 1.118 -1.581 -1.900
C 19.373040 6.685990 13.501390 2.684 2.418 1.152
O 20.078280 7.528720 14.027190 1.488 1.643 0.984
O 18.271390 6.314110 13.781750 -4.888 -1.542 1.272
H 19.238480 5.336550 12.605430 -0.098 -1.409 -1.545
O 19.107060 1.702600 7.104050 -0.815 0.618 0.242
C 18.236440 2.321920 6.247800 1.756 -1.223 -6.132
O 17.333390 3.075580 6.508940 -2.493 2.328 4.418
O 18.465460 2.129460 5.027910 1.933 -1.070 -0.569
H 18.755400 2.137990 7.884030 0.643 -0.551 1.220
```
Positions in Å, forces in eV/Å.

Its molar mass is 1394.788 g/mol. Its charge is +6. The value obtained for the LUMO energy is -12.221 eV. Its orbital gap is 4.2 eV.